(1)
The following is a DFT calculation (the ωB97M-V functional and the def2-TZVPD basis) of C23H41F3IrNSSbSi4 as an isolated structure in a non-equilibrium geometry.

XYZ file:
```
75
Properties=species:S:1:pos:R:3:forces:R:3:lowdin_charge:R:1
Ir 0.19751 -0.26971 -0.26293 -2.7 0.5 1.3 0.45
Sb 1.01166 -2.70558 -0.24607 1.8 -0.9 0.0 0.77
S -1.13871 -0.01627 1.86154 2.1 -0.1 -1.6 0.71
Si 0.87491 -4.03529 2.07541 0.1 0.1 0.2 0.43
Si -0.44430 -4.15184 -1.90911 -0.2 0.2 -0.3 0.40
Si 1.70144 1.55036 -0.69787 1.7 0.2 0.0 0.51
Si 3.53332 -2.93342 -1.03214 0.1 -0.5 0.1 0.39
F -3.27215 2.25906 2.86167 0.2 0.0 -0.2 0.15
F -3.89523 0.23636 3.24522 0.2 -0.3 -0.2 0.14
F -5.28764 1.65321 2.43322 -0.2 0.0 -0.2 0.15
N -1.97320 0.06124 -0.57876 0.0 0.9 1.0 -0.11
C -2.82918 0.28385 -1.57814 0.1 0.0 -0.2 -0.12
C -4.49200 1.10672 -0.07883 0.4 -0.2 -0.2 0.04
C -2.25792 -3.94816 -1.36936 0.7 -0.1 -0.1 -0.21
C 3.64329 -2.54791 -2.89428 -0.1 0.0 0.7 -0.21
C -0.67266 4.13558 -2.94402 -0.2 0.0 -0.1 -0.08
C -0.10343 3.01169 -2.37674 0.0 -0.1 0.0 -0.13
C -0.13121 -3.39506 -3.62849 -0.1 -0.3 0.7 -0.21
C 1.16070 4.38918 -0.88481 0.1 0.0 0.2 -0.09
C 1.53849 -5.80787 1.84253 -0.2 0.8 -0.1 -0.19
C -3.61589 0.87685 0.97109 0.0 0.0 -0.1 -0.10
C -0.95877 -4.03127 2.57345 0.7 0.1 -0.2 -0.21
C 0.59573 5.51855 -1.45206 0.0 0.1 0.0 -0.07
C 4.51183 -1.79831 0.14526 -0.5 -0.3 -0.5 -0.21
C 2.95572 1.13911 -2.12049 -0.8 -0.1 0.6 -0.20
C 2.76477 2.03360 0.83657 -0.8 -0.4 -0.5 -0.20
C -4.01364 1.25158 2.37582 -0.1 0.2 0.5 -0.61
C -4.09544 0.79140 -1.37722 -0.1 0.0 0.3 -0.02
C 0.15250 -5.95595 -1.82068 -0.2 0.8 0.1 -0.20
C 4.11048 -4.73286 -0.80884 -0.2 0.7 0.0 -0.22
C -2.35078 0.34054 0.69621 -1.0 0.2 -0.6 -0.68
C -0.32402 5.39399 -2.47992 0.0 0.0 0.0 -0.07
C 1.97755 -3.03188 3.25532 -0.5 -0.4 -0.5 -0.21
C 0.82388 3.12087 -1.34487 -0.1 -1.1 0.4 -0.30
H 3.46474 -5.43406 -1.32590 -0.2 -0.1 -0.1 0.01
H -2.55388 -2.90296 -1.36876 0.0 0.2 0.0 0.01
H 3.01351 -3.02245 2.93028 0.1 0.0 -0.1 0.01
H 3.67791 0.38188 -1.83950 0.1 -0.2 0.1 0.00
H -0.32057 -6.55036 -2.59545 -0.2 0.0 -0.2 0.04
H 4.15885 -5.02347 0.23374 0.0 0.0 0.2 0.01
H -0.76639 6.27552 -2.91999 0.0 0.1 0.0 0.11
H 3.04834 -1.69197 -3.19159 -0.1 0.2 0.0 0.00
H 2.17498 2.57017 1.57154 -0.2 0.1 0.1 0.03
H -0.09211 -6.41238 -0.86754 -0.1 0.0 0.2 0.01
H 4.11749 -0.78698 0.16847 -0.1 0.1 0.0 -0.01
H 0.95382 -6.37803 1.12953 -0.2 -0.1 -0.1 0.01
H -4.76345 0.94453 -2.20865 0.0 0.0 -0.1 0.12
H 3.19077 1.16979 1.33602 0.1 -0.2 0.0 0.01
H 0.90124 -3.52369 -3.93745 0.2 0.0 0.0 0.01
H -0.35103 -2.33104 -3.64114 -0.1 0.2 0.1 0.02
H 2.56870 -5.81842 1.50548 0.2 0.1 0.0 0.01
H -2.48148 0.03784 -2.57271 0.1 0.0 0.0 0.12
H 5.55813 -1.74316 -0.14065 0.2 0.0 -0.1 0.04
H 1.87898 4.50520 -0.08640 0.0 0.0 0.1 0.10
H 3.31189 -3.40807 -3.46998 -0.1 -0.2 0.0 0.02
H -2.42502 -4.33676 -0.36965 0.0 -0.1 0.2 0.01
H 1.22577 -6.02937 -1.96131 0.2 0.0 0.0 0.01
H 3.49907 2.04817 -2.36343 0.0 0.3 0.0 0.04
H -1.57153 -4.58102 1.86530 0.0 -0.1 -0.2 0.01
H -1.34651 -3.01916 2.64127 0.0 0.2 0.0 0.00
H -1.08830 -4.49734 3.54561 0.1 -0.1 0.2 0.04
H 3.58454 2.67359 0.52426 0.1 0.1 -0.2 0.04
H 1.50272 -6.33873 2.78901 -0.1 0.0 0.3 0.04
H 4.47421 -2.18941 1.15858 -0.1 -0.1 0.1 0.02
H 1.63871 -2.00314 3.33132 -0.1 0.2 0.0 0.02
H 5.10807 -4.84606 -1.22119 0.2 0.0 -0.1 0.04
H 0.87517 6.49806 -1.09021 0.0 0.0 0.0 0.11
H -5.46949 1.52353 0.10884 0.0 0.0 0.0 0.13
H 1.95406 -3.46092 4.25258 -0.1 -0.1 0.2 0.04
H -0.75722 -3.87198 -4.37687 -0.2 -0.1 -0.1 0.03
H -0.37310 2.02858 -2.74493 -0.1 -0.1 -0.1 0.08
H 2.45786 0.80920 -3.02706 -0.1 0.0 -0.2 0.02
H -2.92392 -4.48051 -2.04184 -0.1 -0.1 -0.2 0.04
H -1.38720 4.03160 -3.74802 0.0 0.0 -0.1 0.10
H 4.67241 -2.35342 -3.18150 0.2 0.1 0.0 0.04
```
Forces are in eV/Å.

Summary:
Calculated total energy ... -85878.362 eV
Highest occupied orbital energy (alpha / beta) ... -10.5 / -10.5 eV
HOMO-LUMO gap (alpha / beta) ... 0.2182 / 0.2179 Ha
Maximum force ... 3.1 eV Å⁻¹
Total charge ... +1

=====

(2)
The following is a DFT calculation (the ωB97M-V functional and the def2-TZVPD basis) of C23H41F4N2O6P2Pd as an isolated structure in a non-equilibrium geometry.

XYZ file:
```
79
Properties=species:S:1:pos:R:3:forces:R:3:lowdin_charge:R:1
Pd 0.77422 0.08594 -0.90453 -0.8 0.6 -0.4 0.68
P -1.06232 -1.24079 1.02430 0.0 -0.1 0.2 0.44
P 0.47931 1.22352 1.92994 0.3 0.1 0.2 0.44
F 2.40446 -0.86297 -5.66681 0.0 0.0 0.0 0.03
F 1.50760 0.34808 -7.74841 0.0 0.0 0.0 0.06
F -0.09500 2.22277 -2.93848 0.0 0.0 0.0 0.02
F -0.95278 3.35648 -5.10693 0.0 0.0 0.0 0.06
O -0.05097 -2.28590 1.28516 -0.1 -0.1 0.0 -0.28
O 1.87613 0.77668 2.08822 0.0 0.1 -0.1 -0.28
O -2.15649 -1.13458 2.20658 -0.2 0.1 -0.1 -0.21
O 0.29909 2.76556 1.50064 0.0 -0.1 0.0 -0.22
O -2.03998 -1.61556 -0.19694 0.0 0.0 0.0 -0.21
O -0.18444 1.20480 3.39723 0.0 0.1 0.0 -0.18
N 2.75074 -1.03666 -0.57672 -0.2 0.0 0.3 -0.34
N 1.50131 -0.10246 -2.94655 0.1 -0.1 0.2 -0.06
C -2.23070 -3.82752 -1.08974 0.0 0.0 0.0 -0.05
C -3.06498 -2.21367 2.47259 0.1 -0.1 0.1 -0.46
C 1.13331 0.49970 -4.08714 0.1 0.0 0.0 -0.19
C 2.90946 -1.82324 0.64750 0.1 -0.1 0.0 -0.10
C 2.47652 -1.18557 -3.04198 0.0 0.1 -0.1 -0.25
C -1.53302 1.58962 3.68608 0.0 0.0 0.0 -0.47
C -0.55396 0.41472 0.76164 0.6 -0.6 0.5 -0.42
C 0.21411 1.87388 -6.51304 0.0 0.0 0.0 0.02
C 1.07458 0.79924 -6.54899 0.0 0.0 0.0 -0.25
C -1.95207 0.78807 4.90354 0.0 0.0 0.0 -0.05
C -2.41813 -3.20669 3.42296 0.0 0.0 0.0 -0.04
C -1.62009 3.08636 3.93830 0.0 0.0 0.0 -0.05
C 1.52665 0.15022 -5.42061 0.0 0.0 0.0 -0.14
C 2.32013 3.89717 2.26907 0.0 0.0 0.0 -0.05
C 1.35855 3.66474 1.11335 0.0 0.1 0.1 -0.44
C -1.91130 -1.80374 -2.57942 0.0 0.0 0.1 -0.05
C 0.28618 1.65203 -4.10001 0.0 0.1 0.1 -0.17
C -4.32979 -1.59687 3.03758 0.0 0.0 0.0 -0.04
C -0.14737 2.28022 -5.24198 0.0 -0.1 0.0 -0.24
C 2.63145 -1.92555 -1.72763 0.0 0.0 0.0 -0.23
C -1.57499 -2.47139 -1.26170 0.0 0.0 -0.1 -0.47
C 2.05687 3.20716 -0.15169 0.0 0.0 0.0 -0.05
C 3.86309 -0.10187 -0.70019 0.0 0.0 0.0 -0.10
H -0.45026 0.85478 -1.26379 0.0 -0.1 -0.3 0.03
H -4.11064 -1.08657 3.97727 0.0 0.0 0.0 0.07
H -3.09446 -4.04245 3.61652 0.0 0.0 0.0 0.08
H -2.99304 1.00160 5.15650 0.0 0.0 0.0 0.08
H 3.01414 4.70052 2.01162 0.0 0.0 0.0 0.08
H 1.77177 4.18491 3.16761 0.0 0.0 0.0 0.08
H 3.45943 -0.80309 -3.34897 0.0 0.0 0.0 0.11
H 2.94051 -1.15087 1.50061 0.0 0.0 0.0 0.06
H 2.87973 2.98586 2.47688 0.0 0.0 0.0 0.07
H -1.93183 -4.49946 -1.89678 0.0 0.0 0.0 0.08
H -3.29931 -2.70652 1.52518 0.0 0.0 0.0 0.12
H -1.84182 -0.27573 4.70085 0.0 0.0 0.0 0.06
H 2.53674 2.24382 0.01609 0.0 0.0 0.0 0.04
H -2.64151 3.35866 4.21320 0.0 0.0 0.0 0.08
H -1.93359 -4.27231 -0.13877 0.0 0.0 0.0 0.08
H 1.75612 -2.55338 -1.54459 0.0 0.0 0.0 0.10
H -1.48963 -3.58100 2.99371 0.0 0.0 0.0 0.07
H 2.05407 -2.47990 0.77343 0.0 0.0 0.0 0.06
H -0.95375 3.35697 4.76055 0.0 0.0 0.0 0.08
H 1.34985 3.10399 -0.97450 0.0 0.0 0.0 0.07
H 0.82103 4.59401 0.90701 0.0 0.0 0.0 0.14
H 4.82046 -0.63650 -0.80902 0.0 0.0 0.0 0.09
H -3.31812 -3.72028 -1.11083 0.0 0.0 0.0 0.08
H 2.82229 3.93733 -0.42691 0.0 0.0 0.0 0.08
H 3.89829 0.50361 0.20456 0.0 0.0 0.0 0.07
H -0.49241 -2.57756 -1.16535 0.0 0.0 0.0 0.10
H 3.71598 0.55114 -1.55942 0.0 0.0 0.0 0.08
H -5.07633 -2.37085 3.22595 0.0 0.0 0.0 0.08
H -4.74336 -0.87304 2.33486 0.0 0.0 0.0 0.08
H -1.32965 3.64737 3.05273 0.0 0.0 0.0 0.07
H -0.14049 2.36720 -7.40392 0.0 0.0 0.0 0.12
H -2.18671 -2.71659 4.37141 0.0 0.0 0.0 0.08
H -1.45865 1.00687 0.62938 0.1 0.1 -0.4 0.05
H 3.83833 -2.41641 0.59802 0.0 0.0 0.0 0.08
H -1.44892 -0.81872 -2.62074 0.0 0.0 0.0 0.05
H -2.17232 1.31010 2.84357 0.0 0.0 0.0 0.12
H -1.53180 -2.39724 -3.41362 0.0 0.0 0.0 0.08
H -1.32059 1.05259 5.75432 0.0 0.0 0.0 0.08
H 3.50920 -2.59144 -1.80358 0.0 0.0 0.0 0.12
H -2.99479 -1.70382 -2.68400 0.0 0.0 0.0 0.08
H 2.20065 -1.93955 -3.78221 0.0 0.0 0.0 0.11
```
Forces are in eV/Å.

Summary:
Calculated total energy ... -72715.565 eV
Highest occupied orbital energy ... -4.1 eV
HOMO-LUMO gap ... 0.2496 Ha
Maximum force ... 1.1 eV Å⁻¹
Total charge ... -1

=====

(3)
The following is a DFT calculation (the ωB97M-V functional and the def2-TZVPD basis) of C23H41HoNO2P2 as an isolated structure in a non-equilibrium geometry.

XYZ file:
```
70
Properties=species:S:1:pos:R:3:forces:R:3:lowdin_spin:R:1
Ho -2.02951 -0.75655 0.83859 2.8 -2.7 2.2 4.05
P -2.54206 1.66111 -0.11688 -0.5 1.6 -1.6 0.00
P -0.97280 2.11036 -2.69934 -0.2 0.6 -1.1 0.00
O -0.85303 -3.45643 -1.11947 -1.5 2.8 1.6 0.00
O -2.66019 -2.45970 -0.31980 0.7 0.1 -0.3 -0.01
N -1.32497 -2.48827 -0.54465 0.4 -2.7 -1.2 0.00
C 3.01846 -2.43210 1.55887 0.9 -0.3 -0.3 0.00
C 3.59667 0.37376 -0.90351 0.2 1.0 0.1 0.00
C -4.29212 1.26626 0.23823 0.1 0.4 0.4 0.00
C 3.23286 1.72443 -1.62244 0.6 -1.2 -0.7 0.00
C 0.79274 -0.47731 -2.25207 -0.6 0.0 1.1 0.00
C 3.23796 -0.86102 -1.67613 -0.2 -0.5 -0.6 0.00
C 1.92622 2.26097 -1.20257 -0.3 0.6 0.5 0.00
C 0.80628 -4.64800 1.74239 0.0 -0.4 -0.1 0.00
C 1.62695 -2.21288 1.99840 -1.4 0.6 1.0 -0.01
C -0.68543 3.93002 -2.73360 0.2 0.5 0.0 0.00
C 0.57945 0.10424 -0.80681 0.3 -0.7 0.2 0.00
C 0.62745 -3.21670 2.09874 -0.4 0.9 -0.1 0.00
C -2.13668 3.25506 0.65668 0.0 0.1 0.6 0.00
C -1.82747 -3.33794 2.94483 0.0 -0.7 0.4 0.00
C 1.00722 1.53569 -0.55409 -1.0 0.2 0.3 0.00
C -0.54479 -2.63550 2.64620 0.2 0.1 -0.8 -0.01
C -1.47273 1.93244 -4.47366 -0.1 -0.1 -0.3 0.00
C 2.11021 -1.16059 -2.33825 1.0 0.1 0.0 0.00
C 1.10752 -1.01389 2.56829 -0.5 -1.2 -0.4 0.00
C 1.84048 0.25317 2.76709 0.4 0.6 0.0 0.00
C -2.64213 2.06161 -1.92930 -0.3 -0.2 0.1 0.00
C -0.23388 -1.27320 3.00441 -0.1 0.4 -1.8 -0.01
C -1.08477 -0.38996 3.84686 0.4 -0.3 0.7 0.00
H -2.41571 4.11659 0.04231 -0.1 -0.2 0.1 0.00
H -2.39525 1.34652 -4.54572 0.2 0.0 -0.1 0.00
H 4.05876 -1.57958 -1.78339 -0.3 0.3 -0.1 0.00
H 2.13689 -2.03787 -2.97041 0.0 -0.2 0.0 0.00
H -1.46018 -0.93246 4.72941 -0.2 0.2 -0.3 0.00
H 4.02098 2.48069 -1.45386 -0.4 -0.3 0.1 0.00
H -1.64033 2.90166 -4.95781 -0.1 -0.2 0.1 0.00
H -0.69855 1.41089 -5.04800 -0.1 0.0 0.2 0.00
H 0.96553 -0.58286 -0.02729 -0.1 0.0 -0.4 0.00
H -3.18285 1.25172 -2.45281 0.1 0.3 0.4 0.00
H 1.55930 1.01365 2.02355 0.1 0.0 0.2 0.00
H 1.73180 3.33107 -1.42114 0.5 -0.4 1.1 0.00
H 2.92390 0.09741 2.66885 -0.3 0.1 0.1 0.00
H -3.16814 3.01670 -2.10584 -0.2 -0.4 0.4 0.00
H -1.97468 0.04012 3.34754 -0.6 0.3 -0.2 0.00
H 3.18301 0.39432 0.12716 0.2 -0.1 -0.5 0.00
H -4.53542 1.54400 1.25849 -0.2 0.0 0.2 0.00
H -2.75324 -2.75480 2.73919 0.1 0.0 0.1 0.00
H -0.54491 0.06364 -0.69349 0.7 0.5 -0.1 0.00
H -1.87122 -3.61200 4.01378 -0.3 0.1 -0.3 0.00
H 3.49277 -1.52006 1.17302 -0.1 -0.2 0.1 0.00
H 0.37500 4.16512 -2.91788 -0.4 -0.2 0.1 0.00
H 1.63527 0.67246 3.76313 0.2 0.0 -0.2 0.00
H -1.05574 3.29655 0.85297 -0.4 0.0 -0.1 0.00
H -2.66460 3.30242 1.61858 0.2 0.1 -0.2 0.00
H -4.91563 1.83113 -0.43916 -0.4 0.0 -0.1 0.00
H 3.63282 -2.79144 2.40578 -0.1 0.1 -0.4 0.00
H 0.48816 -4.86796 0.71250 0.0 0.0 0.1 0.00
H 4.68697 0.36785 -0.79482 -0.2 -0.1 0.1 0.00
H 1.86223 -4.93156 1.82820 -0.2 0.0 0.0 0.00
H 3.25419 1.52854 -2.69813 0.1 0.1 -0.2 0.00
H 3.07617 -3.18606 0.75566 0.0 0.3 0.3 0.00
H 0.37947 2.01716 0.22011 -0.2 0.2 -1.0 0.00
H 0.23333 -5.29446 2.42207 0.2 0.1 -0.2 0.00
H 0.53430 0.30819 -2.98956 0.7 -0.6 0.3 0.00
H -0.51637 0.46726 4.22656 -0.2 -0.1 -0.2 0.00
H -1.92972 -4.27311 2.36681 0.0 0.4 0.2 0.00
H -1.26480 4.40902 -3.53799 0.1 -0.1 0.4 0.00
H -0.96481 4.39480 -1.78138 0.2 -0.1 -0.1 0.00
H 0.01617 -1.25733 -2.39494 0.4 0.4 0.0 0.00
H -4.50280 0.20298 0.10091 -0.2 -0.2 -0.2 0.00
```
Forces are in eV/Å.

Summary:
Calculated total energy ... -74465.373 eV
Highest occupied orbital energy (alpha / beta) ... -9.4 / -9.4 eV
HOMO-LUMO gap (alpha / beta) ... 0.1951 / 0.2010 Ha
Spin multiplicity ... 5
Maximum force ... 4.5 eV Å⁻¹
Expectation value of S² ... 6.0077
Total charge ... +1